(1)
The following is a DFT calculation (ωB97M-V/def2-TZVPD) of C22H21ClN2OPSc as an isolated structure.

Cartesian coordinates (Å):
Sc: 0.46 1.44 1.47
Cl: 2.73 0.81 1.43
C: 0.48 2.85 -0.22
O: 0.71 3.66 -1.02
P: -0.11 -0.44 -0.32
C: -1.85 -0.66 -0.71
C: 0.76 -0.16 -1.88
C: 0.53 -2.00 0.34
C: 2.04 -0.70 -2.00
C: 2.72 -0.56 -3.21
C: 2.14 0.18 -4.25
C: 0.89 0.77 -4.08
C: 0.19 0.64 -2.89
H: 2.48 -1.26 -1.17
H: 3.69 -1.04 -3.32
H: 2.69 0.29 -5.19
H: 0.45 1.35 -4.90
H: -0.79 1.10 -2.75
C: -2.77 0.38 -0.52
C: -4.09 0.19 -0.88
C: -4.51 -1.03 -1.41
C: -3.59 -2.08 -1.57
C: -2.26 -1.90 -1.22
H: -2.46 1.35 -0.11
H: -4.81 1.01 -0.76
H: -5.55 -1.18 -1.69
H: -3.90 -3.04 -1.97
H: -1.55 -2.70 -1.33
C: 0.62 -3.07 -0.56
C: 1.05 -4.30 -0.10
C: 1.41 -4.47 1.24
C: 1.35 -3.39 2.12
C: 0.91 -2.16 1.68
H: 0.36 -2.92 -1.61
H: 1.09 -5.13 -0.81
H: 1.75 -5.44 1.59
H: 1.64 -3.51 3.17
H: 0.91 -1.32 2.38
H: -1.51 1.73 1.32
H: -0.29 0.24 2.56
N: 0.09 4.47 4.34
C: 1.42 4.67 3.96
C: 1.66 3.79 2.98
N: 0.53 3.04 2.77
C: -0.45 3.47 3.59
H: -0.42 4.96 5.05
H: 2.07 5.41 4.41
H: 2.58 3.57 2.39
H: -1.48 3.09 3.66

Summary:
- Charge: +2
- Kohn-Sham gap (alpha / beta): 4.6 / 5.6 eV

---

(2)
The following is a DFT calculation (ωB97M-V/def2-TZVPD) of C22H21CuN4O2SSe as an isolated structure.

Cartesian coordinates (Å):
Cu: -0.33 -0.31 0.89
N: -3.81 -1.13 -1.19
C: -4.40 -1.07 0.06
C: -3.44 -0.63 0.91
N: -2.27 -0.43 0.21
C: -2.52 -0.74 -1.04
C: -1.51 -0.60 -2.08
N: -0.41 0.06 -1.86
C: 0.32 -0.04 -3.02
C: -0.37 -0.77 -3.94
N: -1.56 -1.12 -3.34
H: -4.24 -1.46 -2.03
H: -5.43 -1.33 0.22
H: -3.46 -0.44 1.97
H: 1.30 0.40 -3.09
H: -0.13 -1.07 -4.95
H: -2.24 -1.74 -3.72
O: 3.25 0.20 -0.55
C: 2.45 -0.32 0.22
O: 1.47 0.31 0.76
C: 2.71 -1.76 0.64
C: 4.05 -2.07 0.87
C: 4.45 -3.33 1.27
C: 3.48 -4.32 1.44
C: 2.15 -4.03 1.20
C: 1.73 -2.75 0.81
S: 0.00 -2.54 0.51
H: 4.78 -1.29 0.71
H: 5.50 -3.55 1.46
H: 3.76 -5.32 1.75
H: 1.40 -4.79 1.32
C: 3.09 1.55 7.35
C: 2.11 1.43 6.21
C: 1.44 2.54 5.72
C: 0.52 2.43 4.68
C: -0.15 3.68 4.19
C: 0.24 1.18 4.11
Se: -1.16 1.07 2.81
C: 0.95 0.06 4.57
C: 0.79 -1.33 4.00
C: 1.86 0.21 5.61
H: 3.17 2.59 7.69
H: 4.08 1.21 7.07
H: 2.77 0.95 8.21
H: 1.63 3.51 6.15
H: 0.29 4.56 4.67
H: -1.23 3.67 4.40
H: -0.06 3.78 3.11
H: 0.21 -1.34 3.09
H: 0.28 -1.98 4.71
H: 1.77 -1.76 3.79
H: 2.40 -0.67 5.96

Summary:
- ΔE to the lowest compared entry with this formula, charge and spin: 0.485 eV
- 2S+1: 2
- Charge: -1
- Kohn-Sham gap (alpha / beta): 5.9 / 5.9 eV

---

(3)
The following is a DFT calculation (ωB97M-V/def2-TZVPD) of C22H21F5HoN7 as an isolated structure.

Cartesian coordinates (Å):
Ho: -0.65 0.05 0.61
C: -1.33 2.99 2.35
C: -2.71 2.98 2.56
C: -3.32 1.86 3.10
C: -2.57 0.74 3.42
C: -1.19 0.74 3.21
C: -0.57 1.88 2.68
H: -0.86 3.89 1.97
H: -3.29 3.85 2.32
H: -4.39 1.87 3.29
H: -3.04 -0.11 3.89
H: -0.61 -0.07 3.64
H: 0.52 1.97 2.69
N: 2.66 2.66 -1.64
C: 1.66 2.28 -0.87
N: 1.30 1.04 -0.67
C: 1.98 0.04 -1.37
N: 1.58 -1.20 -1.40
N: 0.44 -1.50 -0.71
C: -0.17 -2.58 -1.03
C: -1.41 -2.94 -0.35
C: -2.11 -4.07 -0.72
C: -3.32 -4.35 -0.10
C: -3.79 -3.47 0.87
C: -3.02 -2.36 1.18
N: -1.85 -2.09 0.60
C: 3.17 0.38 -2.13
C: 3.98 -0.57 -2.75
C: 5.07 -0.17 -3.50
C: 5.35 1.19 -3.65
C: 4.57 2.15 -3.05
C: 3.49 1.74 -2.28
H: 2.86 3.64 -1.76
H: 1.11 3.07 -0.36
H: 0.20 -3.21 -1.84
H: -1.72 -4.72 -1.49
H: -3.90 -5.22 -0.38
H: -4.73 -3.64 1.37
H: -3.36 -1.65 1.93
H: 3.74 -1.62 -2.63
H: 5.70 -0.91 -3.98
H: 6.20 1.49 -4.26
H: 4.80 3.20 -3.17
N: 0.74 -1.74 2.26
N: 1.65 -0.63 2.03
H: 0.94 -2.20 3.15
H: 0.94 -2.43 1.55
H: 2.58 -0.97 1.79
H: 1.77 -0.14 2.91
F: -2.72 0.77 0.37
C: -1.88 1.74 -0.48
F: -2.60 2.85 -0.45
C: -2.01 1.09 -1.87
F: -0.88 1.33 -2.55
F: -3.03 1.38 -2.64
F: -2.01 -0.29 -1.66

Summary:
- ΔE to the lowest compared entry with this formula, charge and spin: 0.000 eV
- 2S+1: 5
- Charge: +2
- Kohn-Sham gap (alpha / beta): 7.3 / 7.3 eV

---

(4)
The following is a DFT calculation (ωB97M-V/def2-TZVPD) of one molecule with the formula C22H21N3O5S.

Cartesian coordinates (Å):
O: -0.68 2.01 1.37
C: -0.23 1.09 0.72
N: 0.96 0.49 0.89
C: 1.98 0.79 1.80
C: 1.90 1.83 2.71
C: 2.95 2.07 3.59
C: 4.08 1.26 3.56
C: 4.17 0.23 2.63
C: 3.13 0.00 1.75
H: 3.20 -0.80 1.03
H: 5.06 -0.38 2.62
O: 5.13 1.43 4.44
C: 4.80 2.25 5.53
C: 4.05 3.50 5.05
H: 3.80 4.16 5.88
O: 2.83 3.13 4.45
H: 4.68 4.03 4.32
H: 5.74 2.52 6.02
H: 4.16 1.70 6.24
H: 1.03 2.46 2.76
H: 1.17 -0.29 0.26
C: -1.04 0.44 -0.43
N: -0.19 0.27 -1.60
S: 0.22 -1.28 -1.99
O: 0.72 -1.31 -3.32
O: 1.09 -1.72 -0.93
C: -1.24 -2.35 -1.86
C: -1.17 -3.43 -1.03
C: -2.23 -4.35 -0.95
C: -3.34 -4.17 -1.73
C: -3.44 -3.07 -2.61
C: -4.55 -2.84 -3.44
C: -4.57 -1.74 -4.25
C: -3.47 -0.87 -4.22
N: -2.42 -1.05 -3.46
C: -2.37 -2.13 -2.67
H: -3.46 0.02 -4.83
H: -5.40 -1.53 -4.90
H: -5.38 -3.54 -3.42
H: -4.16 -4.88 -1.70
H: -2.15 -5.19 -0.29
H: -0.28 -3.56 -0.43
C: -0.55 1.22 -2.64
C: -1.53 2.18 -1.97
H: -2.25 2.59 -2.68
C: -2.19 1.32 -0.89
H: -2.58 1.91 -0.06
H: -2.99 0.71 -1.32
H: -0.99 3.00 -1.49
H: 0.36 1.72 -2.99
H: -1.00 0.69 -3.47
H: -1.37 -0.55 -0.07

Summary:
- ΔE to the lowest compared entry with this formula, charge and spin: 2.075 eV
- SMILES: O=C(Nc1ccc2c(c1)OCCO2)[C@H]1CCCN1S(=O)(=O)c1cccc2cccnc12
- Kohn-Sham gap: 7.0 eV

---

Repeat the second record exactly.
The following is a DFT calculation (ωB97M-V/def2-TZVPD) of C22H21CuN4O2SSe as an isolated structure.

Cartesian coordinates (Å):
Cu: -0.33 -0.31 0.89
N: -3.81 -1.13 -1.19
C: -4.40 -1.07 0.06
C: -3.44 -0.63 0.91
N: -2.27 -0.43 0.21
C: -2.52 -0.74 -1.04
C: -1.51 -0.60 -2.08
N: -0.41 0.06 -1.86
C: 0.32 -0.04 -3.02
C: -0.37 -0.77 -3.94
N: -1.56 -1.12 -3.34
H: -4.24 -1.46 -2.03
H: -5.43 -1.33 0.22
H: -3.46 -0.44 1.97
H: 1.30 0.40 -3.09
H: -0.13 -1.07 -4.95
H: -2.24 -1.74 -3.72
O: 3.25 0.20 -0.55
C: 2.45 -0.32 0.22
O: 1.47 0.31 0.76
C: 2.71 -1.76 0.64
C: 4.05 -2.07 0.87
C: 4.45 -3.33 1.27
C: 3.48 -4.32 1.44
C: 2.15 -4.03 1.20
C: 1.73 -2.75 0.81
S: 0.00 -2.54 0.51
H: 4.78 -1.29 0.71
H: 5.50 -3.55 1.46
H: 3.76 -5.32 1.75
H: 1.40 -4.79 1.32
C: 3.09 1.55 7.35
C: 2.11 1.43 6.21
C: 1.44 2.54 5.72
C: 0.52 2.43 4.68
C: -0.15 3.68 4.19
C: 0.24 1.18 4.11
Se: -1.16 1.07 2.81
C: 0.95 0.06 4.57
C: 0.79 -1.33 4.00
C: 1.86 0.21 5.61
H: 3.17 2.59 7.69
H: 4.08 1.21 7.07
H: 2.77 0.95 8.21
H: 1.63 3.51 6.15
H: 0.29 4.56 4.67
H: -1.23 3.67 4.40
H: -0.06 3.78 3.11
H: 0.21 -1.34 3.09
H: 0.28 -1.98 4.71
H: 1.77 -1.76 3.79
H: 2.40 -0.67 5.96

Summary:
- ΔE to the lowest compared entry with this formula, charge and spin: 0.485 eV
- 2S+1: 2
- Charge: -1
- Kohn-Sham gap (alpha / beta): 5.9 / 5.9 eV